DFT (ωB97M-V/def2-TZVPD) results for a structure of composition C24H56AsF6N8O8Y in a non-equilibrium geometry.

Properties
Relative energy (zero: lowest compared OMol25 entry of this formula, charge and spin) (kJ/mol): 246.8
Total energy (eV): -132278.8011
Net charge: +2
Highest occupied orbital energy (eV): -12.735
LUMO level (Ha): -0.3134

```
104
C24H56AsF6N8O8Y | the Open Molecules 2025 dataset | ωB97M-V/def2-TZVPD
Y -1.1712 -0.3670 4.1787
As -0.3637 0.9847 0.3284
F 0.7617 -0.3430 0.3196
F -1.6398 -0.0165 -0.2862
F -1.5249 2.2554 0.5719
F 0.8930 1.9770 0.9911
F 0.0268 1.5085 -1.2739
F -0.8017 0.4098 1.9839
C -5.3818 -4.9257 -2.1378
C -4.8149 -3.5122 -2.0242
O -5.3248 -2.7204 -1.2471
N -3.8429 -3.1976 -2.9022
C -3.2845 -1.8666 -3.0730
H -6.4236 -4.8451 -2.4460
H -5.3121 -5.5539 -1.2527
H -4.9153 -5.4898 -2.9502
H -3.4311 -3.9029 -3.4833
H -3.3682 -1.2744 -2.1669
H -3.7290 -1.2866 -3.8831
H -2.2456 -2.0752 -3.3442
C -1.1261 0.8121 -4.7886
C 0.2088 0.0908 -4.6653
O 0.5081 -0.7426 -5.5102
N 1.0253 0.5194 -3.6885
C 2.3317 -0.0548 -3.4453
H -1.8955 0.0434 -4.7768
H -1.1106 1.4075 -5.6953
H -1.3144 1.4508 -3.9211
H 0.6036 1.0743 -2.9592
H 2.3283 -0.5114 -2.4503
H 3.1567 0.6557 -3.4868
H 2.5873 -0.8521 -4.1391
C 2.0439 -3.2009 2.1427
C 0.5782 -2.8617 2.0345
O 0.0455 -1.9798 2.7520
N -0.0458 -3.5873 1.1214
C -1.4416 -3.5223 0.7158
H 2.2246 -4.2218 2.4819
H 2.5113 -2.6265 2.9431
H 2.5521 -3.0102 1.2036
H 0.4825 -4.3866 0.7432
H -2.1362 -2.9809 1.3502
H -1.8883 -4.5096 0.5972
H -1.3678 -3.0552 -0.2702
C 1.7243 6.3607 3.9357
C 1.3814 6.2649 2.4731
O 2.0715 6.7771 1.6189
N 0.2149 5.6305 2.1784
C -0.2393 5.4799 0.7997
H 0.8487 6.2796 4.5898
H 2.1147 7.3480 4.1725
H 2.4087 5.5790 4.2660
H -0.4652 5.4756 2.8983
H -1.3257 5.4583 0.7760
H 0.2848 4.6156 0.3921
H 0.0420 6.3225 0.1665
C 2.9445 4.5905 -1.1034
C 3.9029 3.3946 -1.0757
O 5.0623 3.5416 -1.4149
N 3.3766 2.2316 -0.6308
C 4.1657 1.0015 -0.4939
H 3.4309 5.3226 -1.7430
H 2.9721 5.0589 -0.1159
H 1.9502 4.3068 -1.4425
H 2.4256 2.1921 -0.3170
H 4.6339 0.8448 -1.4645
H 3.4224 0.2375 -0.2658
H 4.9255 1.0636 0.2868
C -4.8378 -0.9337 1.2807
C -3.9765 0.0212 2.0650
O -3.0837 -0.3774 2.8656
N -4.1851 1.3081 1.8494
C -5.2666 1.9354 1.0643
H -4.4115 -1.0161 0.2781
H -5.8737 -0.6127 1.2196
H -4.8034 -1.9037 1.7700
H -3.6376 1.9643 2.3858
H -5.3817 2.9526 1.4241
H -6.1944 1.4128 1.2889
H -5.0642 1.9030 -0.0019
C 3.3249 0.2414 3.5685
C 2.1125 1.0930 3.7555
O 1.0045 0.5430 4.0698
N 2.1657 2.4036 3.6354
C 3.2855 3.1911 3.1158
H 3.1133 -0.8159 3.6614
H 4.1241 0.4827 4.2709
H 3.7079 0.4896 2.5748
H 1.2710 2.8714 3.6282
H 3.7882 3.7455 3.9108
H 2.9085 3.9002 2.3846
H 4.0711 2.5528 2.7204
C 0.2710 -6.8599 -1.8700
C 1.0979 -5.7384 -1.3006
O 1.3945 -5.7279 -0.0993
N 1.4317 -4.7729 -2.1587
C 2.0887 -3.5165 -1.8258
H 0.2995 -7.6711 -1.1441
H 0.6433 -7.2350 -2.8208
H -0.7620 -6.5194 -1.8943
H 1.1973 -4.8132 -3.1372
H 1.4189 -2.6775 -1.6330
H 2.7868 -3.2823 -2.6280
H 2.7299 -3.6250 -0.9519
```